47
Properties=species:S:1:pos:R:3:mulliken_charge:R:1 method="wB97M-V/def2-TZVPD" multiplicity=1 smiles="O=C(NCCc1ccccc1Cl)C1CCN(S(=O)(=O)c2cccs2)CC1" relative_energy_kcal_mol=0.00 homo_ev=-9.23 orbital_gap_ev=9.77 lumo_ev=0.538 e_tot_ev=-62323.2202 charge=0
O 0.62 1.07 -1.93 -0.652
C 1.23 1.66 -1.06 0.165
N 2.56 1.49 -0.88 -0.081
C 3.32 0.54 -1.66 -0.783
C 3.76 -0.67 -0.82 -1.452
C 2.57 -1.33 -0.17 0.211
C 1.68 -2.07 -0.94 -0.181
C 0.57 -2.67 -0.38 -0.669
C 0.33 -2.54 0.98 -0.372
C 1.19 -1.80 1.77 -0.836
C 2.30 -1.19 1.19 0.907
Cl 3.34 -0.26 2.21 -0.205
C 0.61 2.67 -0.10 0.195
C -0.73 3.22 -0.62 -1.459
C -1.81 2.14 -0.60 -0.416
N -1.92 1.58 0.73 -0.067
S -3.30 0.75 1.09 1.263
O -4.40 1.47 0.53 -0.720
O -3.29 0.46 2.49 -0.740
C -3.17 -0.82 0.26 0.043
C -3.16 -2.04 0.86 -0.230
C -3.06 -3.10 -0.08 -0.533
C -3.00 -2.65 -1.36 -0.586
S -3.06 -0.93 -1.45 -0.091
C -0.70 0.97 1.20 -0.605
C 0.40 2.03 1.28 -1.148
H 3.02 1.93 -0.10 0.330
H 4.20 1.03 -2.08 0.416
H 2.67 0.22 -2.47 0.372
H 4.47 -0.35 -0.06 0.432
H 4.26 -1.38 -1.48 0.419
H 1.87 -2.18 -2.00 0.410
H -0.11 -3.23 -1.00 0.440
H -0.53 -3.00 1.43 0.455
H 1.01 -1.68 2.82 0.419
H 1.32 3.51 0.00 0.546
H -0.61 3.57 -1.64 0.413
H -1.03 4.05 0.01 0.433
H -2.79 2.57 -0.84 0.460
H -1.56 1.37 -1.33 0.271
H -3.23 -2.16 1.92 0.576
H -3.05 -4.14 0.19 0.420
H -2.93 -3.22 -2.26 0.498
H -0.91 0.55 2.18 0.756
H -0.38 0.16 0.52 0.256
H 0.08 2.80 1.98 0.531
H 1.32 1.58 1.65 0.186